The following is a quantum chemistry calculation of a single C4H7NOS molecule, from OMol25.

Calculated values
Maximum force, eV/A: 1.83
Relative energy (zero: lowest compared OMol25 entry of this formula, charge and spin), kcal/mol: 67.1
SMILES string: C=CC(=S)N(C)O
HOMO-LUMO gap, eV: 8.47
Total energy, eV: -18631.63990
HOMO level, eV: -8.41

```
! RIJCOSX wB97M-V def2-TZVPD def2/J DEFGRID3
* xyz 0 1
C 2.44 -0.61 -0.21
C 1.27 -1.09 0.14
C -0.05 -0.44 0.01
S -1.42 -1.36 0.00
N -0.17 0.93 -0.10
C -1.41 1.63 -0.06
O 0.93 1.75 0.09
H 3.35 -1.22 -0.01
H 2.54 0.45 -0.61
H 1.17 -2.09 0.50
H -1.99 1.30 -0.93
H -2.00 1.37 0.85
H -1.24 2.70 -0.15
H 1.11 1.81 1.05
*
```